(1)
40
Properties=species:S:1:pos:R:3:nbo_charge:R:1 method="wB97M-V/def2-TZVPD" orbital_gap_ev=6.01 e_homo_ev=-1.78 total_energy_ha=-3267.9905 total_charge=-2
Pd -0.31 1.74 1.69 0.68
O 3.10 0.03 2.61 -0.87
Cl 1.88 -0.64 2.21 2.54
O 2.19 -1.94 1.66 -0.86
O 1.23 0.16 1.15 -0.87
O 1.00 -0.77 3.34 -0.84
N 1.35 2.67 2.70 -1.06
H 2.18 2.08 2.71 0.40
H 1.14 2.99 3.64 0.38
H 1.51 3.46 2.07 0.44
Cl 0.82 3.92 -0.04 -0.94
I -1.16 4.65 3.66 -0.11
C -1.71 3.00 2.31 -0.65
H -2.13 3.54 1.46 0.20
H -2.50 2.53 2.90 0.17
C -0.24 0.07 -3.77 -0.64
C 0.18 0.95 -2.61 0.12
C 1.52 0.57 -2.00 -0.64
O -0.81 1.02 -1.56 -0.84
P -1.70 -0.12 -0.92 1.72
S -3.25 -0.74 -1.96 -0.75
S -2.21 0.64 0.88 -0.54
O -0.60 -1.28 -0.75 -0.86
C -0.93 -2.66 -0.52 0.11
C -1.39 -2.87 0.91 -0.64
C 0.34 -3.43 -0.85 -0.63
H 0.50 0.17 -4.57 0.19
H -1.22 0.36 -4.15 0.22
H -0.28 -0.98 -3.47 0.21
H 0.24 1.99 -2.95 0.19
H 1.50 -0.46 -1.64 0.22
H 1.75 1.23 -1.17 0.27
H 2.30 0.67 -2.76 0.18
H -1.73 -2.92 -1.22 0.19
H -0.62 -2.57 1.61 0.23
H -1.61 -3.93 1.06 0.18
H -2.29 -2.29 1.11 0.23
H 1.14 -3.12 -0.18 0.24
H 0.65 -3.24 -1.88 0.20
H 0.17 -4.50 -0.72 0.19

=====

(2)
23
Properties=species:S:1:pos:R:3:nbo_charge:R:1 method="wB97M-V/def2-TZVPD" orbital_gap_ev="7.58 / 7.00" e_homo_ev="-10.46 / -13.55" total_energy_ha=-421.6477 spin_multiplicity=3 total_charge=+1
C -0.19 1.55 -0.41 0.13
C 0.81 0.77 0.13 0.16
C -1.50 1.28 -0.89 -0.48
C 0.91 2.26 0.37 -0.45
C -2.11 0.17 0.15 -0.24
C -1.37 -1.82 1.15 0.01
C 1.20 -0.54 0.10 0.22
C 0.86 -1.28 -1.13 -0.67
N -1.12 -0.70 0.67 -0.41
N 1.73 -1.18 1.18 -0.73
H -2.15 2.17 -0.97 0.27
H -1.27 0.80 -1.86 0.26
H 1.65 2.91 -0.11 0.28
H 0.61 2.57 1.31 0.26
H -2.53 0.60 1.05 0.23
H -2.87 -0.41 -0.50 0.22
H -2.41 -2.23 1.40 0.18
H -0.58 -2.44 1.49 0.18
H 1.42 -1.02 -2.09 0.27
H -0.27 -1.10 -1.41 0.24
H 0.93 -2.37 -0.98 0.24
H 1.81 -0.67 2.12 0.43
H 1.90 -2.16 1.09 0.42